Entry from the OMol25 dataset: C28H28AsN2O4STl as an isolated structure (wB97M-V/def2-TZVPD).

Its HOMO-LUMO gap is 4.7 eV. As for the HOMO energy: -0.08 eV. The charge is -2. Its total energy is -117030.0786 eV. As for the multiplicity: 1.

Each line ends with the Löwdin charge.
CARTESIAN COORDINATES (ANGSTROEM)
Tl: 0.99256 0.10845 -3.45488  0.55
S: 2.68462 2.08514 -1.94366  0.29
C: 2.20372 2.50308 -0.31140  -0.77
C: 1.85978 3.84018 -0.01940  -0.15
C: 1.54971 4.25037 1.26418  -0.13
C: 1.58161 3.34285 2.31976  -0.13
C: 1.89510 2.01964 2.04725  -0.15
C: 2.18201 1.58027 0.75658  -0.43
As: 2.57918 -0.30210 0.34104  1.35
C: 0.92004 -1.12475 1.01565  -0.37
C: -0.22398 -0.42000 1.38604  -0.10
C: -1.32054 -1.07702 1.93141  -0.11
C: -1.30165 -2.45590 2.09290  -0.12
C: -0.19133 -3.17695 1.67185  -0.10
C: 0.90256 -2.51628 1.13273  -0.14
C: 3.64701 -0.54916 2.00705  -0.38
C: 3.24292 -1.20007 3.17021  -0.11
C: 4.09613 -1.31047 4.26367  -0.11
C: 5.37451 -0.77442 4.21300  -0.13
C: 5.79778 -0.13442 3.05327  -0.11
C: 4.94380 -0.03102 1.96678  -0.13
H: 1.84496 4.54741 -0.83878  0.08
H: 1.27769 5.28525 1.44857  0.08
H: 1.36616 3.66070 3.33366  0.08
H: 1.92227 1.30861 2.86684  0.09
H: -0.26414 0.65232 1.25229  0.08
H: -2.19455 -0.51305 2.23726  0.09
H: -2.15683 -2.96396 2.52475  0.09
H: -0.18406 -4.25759 1.75690  0.09
H: 1.76006 -3.07613 0.77370  0.09
H: 2.24631 -1.61966 3.23176  0.09
H: 3.75939 -1.81594 5.16250  0.09
H: 6.03465 -0.85084 5.06974  0.08
H: 6.79866 0.27984 3.00131  0.09
H: 5.27279 0.46938 1.06106  0.10
C: -4.17493 -0.16052 -3.96065  -0.08
C: -4.29336 0.99148 -2.96203  -0.17
C: -3.40010 0.87367 -1.70622  -0.31
C: -3.53145 2.16157 -0.87881  -0.19
C: -2.61856 2.17774 0.34847  -0.07
C: -3.91563 -0.28975 -0.87543  -0.45
O: -4.94658 -0.22271 -0.21418  0.04
N: -3.17658 -1.41412 -0.94903  0.20
C: -2.03182 -1.62796 -1.79446  -0.54
O: -1.74018 -2.79427 -1.99262  0.04
N: -1.39856 -0.54230 -2.27219  0.10
C: -1.94264 0.68870 -2.16442  -0.51
O: -1.32499 1.70241 -2.48802  -0.05
H: -4.85608 -0.00165 -4.79993  0.06
H: -4.42501 -1.11846 -3.49912  0.08
H: -3.16000 -0.23470 -4.35300  0.08
H: -5.32806 1.07482 -2.61775  0.11
H: -4.02545 1.92578 -3.46092  0.12
H: -4.57402 2.24911 -0.56556  0.11
H: -3.28418 3.00163 -1.52828  0.11
H: -2.81963 1.31579 0.99023  0.06
H: -2.77368 3.08445 0.93736  0.07
H: -1.57202 2.15005 0.04304  0.07
H: -3.49234 -2.22616 -0.44295  0.15
C: 1.13375 -3.15513 -3.83849  -0.19
C: 1.63097 -2.34179 -2.62055  -0.52
O: 2.18779 -3.01060 -1.75764  -0.16
H: 1.60761 -4.14275 -3.89764  0.05
H: 1.29186 -2.60420 -4.77150  0.01
H: 0.05494 -3.27388 -3.69329  0.04

Entry from the OMol25 dataset: C28H28AuGeI2N2O2 as an isolated structure at a distorted geometry (wB97M-V/def2-TZVPD).

Its energy above the lowest of the compared OMol25 structures with the same formula, charge and spin is 1.415 eV. Its HOMO-LUMO gap (alpha / beta) is 4.7 / 4.7 eV. As for the HOMO energy (alpha / beta): -9.52 / -9.52 eV. The charge is +1. Its total energy is -112966.2983 eV. As for the multiplicity: 1.

Each line ends with the Löwdin charge.
CARTESIAN COORDINATES (ANGSTROEM)
Au: -0.52378 0.00629 -0.23664  0.98
I: -6.99208 0.03349 -3.64154  0.85
C: -5.45498 -0.54591 -2.33184  -0.74
C: -4.92378 -1.82751 -2.40374  -0.23
C: -3.88888 -2.16341 -1.56724  -0.63
I: -3.14358 -4.11831 -1.46124  0.96
C: -3.30828 -1.23291 -0.64914  -0.53
O: -2.26378 -1.51491 -0.00064  -0.23
C: -3.99448 0.01989 -0.50364  -0.19
C: -3.57128 0.91579 0.62436  -0.15
N: -2.32988 1.63279 0.32306  -0.10
C: -1.79038 2.34029 1.47956  -0.15
C: -1.19938 1.37219 2.47176  -0.26
C: -1.18738 1.63819 3.83456  0.01
C: -0.66368 0.68969 4.69956  -0.02
C: -0.18478 -0.50411 4.18006  -0.02
C: -0.21348 -0.67921 2.80936  -0.13
N: -0.68738 0.24479 1.98616  0.00
C: -5.01148 0.35539 -1.35814  -0.14
H: -5.31108 -2.54741 -3.10694  0.09
H: -4.39078 1.60619 0.86876  0.14
H: -3.37508 0.28579 1.49596  0.13
H: -2.50858 2.29589 -0.42604  0.12
H: -1.00068 3.00799 1.11896  0.13
H: -2.55068 2.95469 1.98426  0.14
H: -1.58278 2.57109 4.20566  0.13
H: -0.64488 0.87759 5.76106  0.12
H: 0.21072 -1.27661 4.81926  0.12
H: 0.15582 -1.58221 2.34366  0.12
H: -5.49608 1.31549 -1.26754  0.10
Ge: 1.90642 -0.75711 -0.15634  0.97
C: 2.94212 0.16379 -1.56464  -0.37
C: 3.08432 -0.42411 -2.81504  -0.14
C: 3.83122 0.19349 -3.79944  -0.08
C: 4.44472 1.40859 -3.54244  -0.07
C: 4.32272 1.99279 -2.29184  -0.07
C: 3.55712 1.38319 -1.31484  -0.12
C: 2.86592 -0.69121 1.58836  -0.35
C: 2.64642 0.24949 2.58416  -0.15
C: 3.35442 0.19569 3.77316  -0.08
C: 4.31582 -0.78051 3.96566  -0.07
C: 4.56132 -1.70781 2.96706  -0.07
C: 3.82882 -1.67131 1.79356  -0.12
H: 2.06272 -2.22661 -0.57614  -0.01
H: 2.63542 -1.39011 -3.00134  0.08
H: 3.94802 -0.27931 -4.76284  0.11
H: 5.02122 1.89729 -4.31314  0.11
H: 4.83602 2.91839 -2.07654  0.11
H: 3.46502 1.84029 -0.33744  0.10
H: 1.92352 1.03929 2.43426  0.09
H: 3.15802 0.91659 4.55146  0.11
H: 4.86622 -0.82411 4.89386  0.11
H: 5.31732 -2.46581 3.10626  0.11
H: 4.01722 -2.40471 1.01986  0.10
C: -0.32198 -2.20281 -2.84284  -0.07
O: -1.07968 -1.01601 -2.98684  -0.06
C: -0.72348 0.06199 -2.33004  -0.21
C: -1.49018 1.25989 -2.79274  -0.03
H: -0.93968 -3.03391 -3.17994  0.05
H: -0.02908 -2.34911 -1.80054  0.05
H: 0.56792 -2.13631 -3.47284  0.09
H: -1.49258 1.29209 -3.88124  0.11
H: -1.04298 2.17639 -2.41874  0.08
H: -2.53368 1.20059 -2.47174  0.09

Entry from the OMol25 dataset: C28H28AuN2OS3 as an isolated structure (wB97M-V/def2-TZVPD).

Its energy above the lowest of the compared OMol25 structures with the same formula, charge and spin is 0.032 eV. Its HOMO-LUMO gap is 6.4 eV. As for the HOMO energy: -10.65 eV. The charge is +1. Its total energy is -70709.7257 eV. As for the multiplicity: 1.

Each line ends with the Löwdin charge.
CARTESIAN COORDINATES (ANGSTROEM)
Au: -0.26462 0.12828 -0.35197  0.86
C: -1.63073 -1.50756 -2.35508  -0.06
N: -0.23245 -1.34832 -1.84777  -0.27
C: 0.22840 -2.65209 -1.25396  -0.14
C: 1.51909 -2.47609 -0.48736  -0.15
N: 1.29711 -1.67524 0.72477  -0.22
C: 2.54802 -1.10975 1.22791  -0.07
C: 0.53713 -2.41709 1.70401  -0.30
C: 1.17026 -3.37648 2.49175  -0.02
C: 0.46098 -4.13785 3.40377  -0.07
C: -0.91028 -3.95299 3.52323  -0.08
C: -1.55153 -3.00880 2.74866  -0.12
C: -0.84408 -2.22026 1.83329  -0.57
S: -1.81277 -1.01989 0.96360  0.69
C: 0.64736 -0.99549 -2.99610  -0.28
C: 0.73058 -1.85824 -4.08691  -0.03
C: 1.55262 -1.54185 -5.15247  -0.06
C: 2.29224 -0.36501 -5.13027  -0.06
C: 2.20553 0.48980 -4.05443  -0.10
C: 1.37640 0.18143 -2.97126  -0.59
S: 1.28177 1.28802 -1.61865  0.70
H: -1.66241 -2.32874 -3.06867  0.10
H: -1.92207 -0.58546 -2.85106  0.11
H: -2.28880 -1.72294 -1.51808  0.04
H: 0.36024 -3.36439 -2.06678  0.13
H: -0.56724 -3.01568 -0.60494  0.11
H: 2.25206 -1.95645 -1.10987  0.13
H: 1.92805 -3.46460 -0.24208  0.14
H: 3.31650 -1.86844 1.41515  0.09
H: 2.35719 -0.57396 2.15796  0.07
H: 2.92712 -0.40246 0.48772  0.08
H: 2.23579 -3.52927 2.38272  0.12
H: 0.96973 -4.87632 4.00705  0.11
H: -1.48319 -4.54847 4.22110  0.11
H: -2.61915 -2.86363 2.85148  0.11
H: 0.15791 -2.77322 -4.11722  0.11
H: 1.61461 -2.20980 -6.00002  0.11
H: 2.93700 -0.11525 -5.96100  0.11
H: 2.77640 1.40784 -4.04145  0.11
O: -0.70623 1.88480 0.66530  -0.67
S: -0.28836 2.51503 2.01772  1.12
C: -0.55396 1.40773 3.36079  -0.41
C: -1.58636 1.77160 4.21678  -0.07
C: -1.87248 0.96748 5.31086  -0.05
C: -1.12894 -0.18013 5.53265  -0.04
C: -0.09938 -0.53973 4.66795  -0.05
C: 0.19187 0.25427 3.57695  -0.11
C: 1.48286 2.66556 1.95093  -0.37
C: 1.98306 3.23733 0.78714  -0.14
C: 3.34321 3.46397 0.66980  -0.06
C: 4.19063 3.15360 1.72353  -0.05
C: 3.67721 2.62421 2.89889  -0.05
C: 2.31857 2.37931 3.02404  -0.07
H: -2.16062 2.66884 4.02578  0.12
H: -2.67146 1.24020 5.98579  0.12
H: -1.35027 -0.80391 6.38802  0.12
H: 0.46836 -1.44397 4.84013  0.11
H: 0.98643 -0.02500 2.89782  0.07
H: 1.31460 3.51047 -0.01627  0.08
H: 3.73698 3.89500 -0.24033  0.12
H: 5.25219 3.33928 1.63527  0.11
H: 4.33542 2.40220 3.72813  0.12
H: 1.92643 1.97831 3.94688  0.11